{
  "formula": "C4H7NO",
  "method": "ωB97M-V/def2-TZVPD",
  "charge": 0,
  "homo_ev": -9.2,
  "smiles": "C[C@H]1C=NOC1",
  "total_energy_ha": -286.51331,
  "e_above_lowest_ev": 3.2201,
  "gap_ev": 10.18,
  "spin_multiplicity": 1,
  "elements": ["C", "H", "H", "H", "H", "C", "H", "H", "C", "O", "H", "N", "C"],
  "positions_angstrom": [[1.1887, -0.8645, -0.1583], [0.1492, -0.0219, 1.5005], [1.0484, -1.8838, 0.1095], [1.3712, -0.7394, -1.3434], [0.8082, 2.2328, 0.4677], [0.1832, 0.0270, 0.4316], [-1.3497, -1.2823, -0.6658], [-1.9656, -0.4601, 0.8993], [-1.3058, -0.4307, 0.0202], [-1.7279, 0.7509, -0.7706], [2.2701, -0.6084, 0.1779], [-0.8514, 1.8031, -0.6944], [0.1813, 1.4773, 0.0259]],
  "forces_ev_per_a": [[4.4, 1.1, -2.6], [0.6, -0.2, 0.8], [-0.3, -0.9, 0.0], [-1.1, -0.4, 2.5], [0.4, 0.2, -0.6], [-2.9, -0.3, 0.1], [0.0, 0.0, 0.5], [0.1, -0.4, -0.4], [1.5, 2.6, -0.4], [-0.5, -0.7, -0.6], [-1.7, -0.3, -0.1], [1.4, -0.3, 1.7], [-2.1, -0.4, -0.8]]
}

{
  "formula": "C28H38BCuN5P2",
  "method": "ωB97M-V/def2-TZVPD",
  "charge": 0,
  "homo_ev": [-8.5, -8.6],
  "total_energy_ha": -3711.35368,
  "e_above_lowest_ev": 0.0000,
  "gap_ev": [7.44, 6.50],
  "spin_multiplicity": 2,
  "elements": ["C", "C", "N", "C", "H", "H", "H", "C", "N", "N", "H", "H", "C", "H", "H", "H", "Cu", "C", "H", "H", "C", "C", "H", "H", "C", "H", "H", "H", "C", "H", "C", "C", "H", "H", "C", "C", "C", "H", "C", "N", "H", "H", "H", "C", "N", "H", "C", "H", "C", "C", "C", "H", "H", "C", "C", "H", "C", "C", "P", "H", "H", "B", "C", "H", "H", "C", "P", "H", "H", "H", "H", "H", "C", "H", "H"],
  "positions_angstrom": [[2.4318, -4.0804, -1.7360], [2.3620, -2.5603, -3.3928], [-0.6296, -1.4533, 2.2571], [-5.3532, -1.3935, -3.2436], [-1.1570, 1.2657, 1.8378], [-1.7271, 1.6789, 3.9112], [0.1308, 0.2925, -1.7893], [-2.9180, 1.7938, -0.4016], [-3.7901, -1.2214, -1.5962], [2.0697, -2.7647, -2.0401], [0.5966, -0.6511, -3.1988], [1.5214, 5.4046, 2.8433], [-1.8681, 1.4714, -2.3619], [-3.3854, 1.4957, 0.5210], [-1.6963, -1.1769, -3.1377], [-1.3805, 0.9261, -3.1609], [-0.1888, -1.9165, 0.4745], [-0.4337, 2.0133, 2.1928], [-4.1662, -3.0804, -0.6206], [2.1416, -3.4128, 1.0284], [4.7270, 0.6477, -1.0400], [0.2065, -0.7275, -2.1805], [2.1468, -1.6132, -3.8626], [-0.6991, 2.9797, 5.5537], [2.7978, 0.5786, -2.2188], [-3.2375, 3.9663, -0.6531], [0.2498, 4.3360, 2.2426], [-3.9896, 0.3767, -3.0481], [-0.7975, -1.3832, 3.4135], [0.5787, -4.2352, 0.4934], [-1.1630, -1.4055, -2.2080], [3.8758, -0.2864, -0.4493], [3.1660, -3.8717, -4.9574], [3.0843, 1.6753, 1.7986], [1.1259, 4.3804, 2.9017], [2.8709, -3.7320, -3.9312], [0.7285, 4.1264, 4.3704], [3.2290, 3.9806, 2.3697], [-5.4204, -2.5658, -2.4260], [2.6730, -0.3305, -1.1650], [0.3842, 5.0801, 4.7859], [2.2681, -4.4548, -0.7432], [-2.1838, -1.8226, 5.0572], [-4.4574, -2.4327, -1.4328], [-2.2815, 0.8309, -1.1893], [-0.2505, -1.8707, 5.5781], [0.9497, 1.3314, 2.0162], [-5.9506, -1.1563, -4.1085], [-2.1657, 2.8221, -2.2653], [-4.3466, -0.5897, -2.7175], [2.1676, 2.2078, 2.0825], [-1.0766, -2.5006, -2.1119], [1.9785, 0.7558, -2.8944], [2.9297, -4.6958, -2.8785], [-2.8413, 3.0342, -1.0275], [4.0050, -0.8997, 0.4276], [-0.8792, 2.3092, 3.6009], [-0.3260, 3.0867, 4.5376], [1.3325, -1.5275, -0.9943], [0.9518, 0.8671, 1.0115], [0.6833, -3.3311, 2.0729], [-1.0987, -1.2931, 4.9293], [2.2437, 3.4965, 2.4283], [-0.5362, 2.8628, 1.5057], [4.3868, 1.9161, -2.8800], [4.0379, 1.1879, -2.1672], [-2.1408, -0.9157, -0.7279], [1.6293, 3.8488, 4.9349], [-6.0838, -3.4021, -2.5550], [-1.9257, 3.5488, -3.0219], [5.7242, 0.9143, -0.7247], [-1.1970, -0.1163, 5.2666], [1.0378, -3.3952, 1.0359], [1.0260, 0.4867, 2.7256], [3.2929, -5.7107, -2.9468]],
  "forces_ev_per_a": [[0.2, -0.2, -0.8], [0.1, -0.8, -0.1], [-0.7, 0.3, 1.9], [1.1, 0.2, 1.1], [0.1, 0.2, -0.1], [0.6, 0.3, 0.1], [0.0, -0.1, -0.1], [0.5, 0.5, -0.6], [0.5, -0.9, 0.9], [-0.5, -0.2, 0.3], [0.0, -0.1, 0.3], [-0.3, -0.1, 0.0], [0.1, 0.6, 0.4], [0.0, 0.1, 0.1], [0.0, -0.1, 0.3], [-0.2, 0.3, 0.2], [0.2, 0.3, 1.2], [-0.3, -0.5, -0.6], [-0.2, -0.1, 0.0], [-0.6, 0.2, -0.3], [-1.1, -0.9, 0.2], [0.1, 0.1, -0.2], [0.2, -0.2, 0.0], [-0.2, 0.1, -0.1], [0.5, 0.3, 0.2], [0.0, -0.1, 0.0], [0.3, 0.2, 0.4], [-0.1, -0.2, 0.1], [0.1, 0.0, -1.6], [0.3, 0.1, 0.1], [0.3, -0.2, 0.2], [0.2, 0.7, -0.5], [0.0, 0.0, 0.0], [-0.2, 0.4, 0.1], [0.3, 0.7, 0.1], [-0.4, 0.9, 0.9], [0.4, 0.0, -0.5], [-0.3, -0.3, 0.1], [0.8, 0.4, 0.5], [-0.2, -0.1, 0.4], [-0.1, -0.2, 0.1], [0.2, -0.1, -0.2], [0.0, -0.1, 0.0], [-0.3, 0.3, -0.7], [0.2, -0.1, 0.7], [0.0, 0.0, -0.2], [-0.4, 0.2, 0.1], [0.0, 0.0, 0.1], [0.0, -1.2, 0.1], [0.0, -0.4, 0.0], [0.2, 0.0, 0.1], [0.0, 0.2, -0.4], [0.2, 0.1, 0.0], [-0.5, 0.9, 0.9], [0.0, -1.4, 0.3], [0.1, 0.0, 0.0], [0.0, -0.2, 0.7], [-0.4, -0.2, -0.2], [2.9, 1.2, -3.5], [0.0, 0.0, 0.2], [0.2, -0.2, -0.4], [-0.3, 0.3, 0.8], [0.3, -0.6, -0.4], [0.1, -0.3, 0.1], [0.0, 0.1, 0.1], [-1.0, -0.8, 0.3], [-3.3, 2.3, -3.9], [-0.1, 0.1, 0.0], [-0.1, -0.1, 0.1], [-0.1, 0.1, 0.0], [-0.1, -0.1, 0.1], [0.2, -0.4, -0.3], [0.3, -1.6, 1.2], [0.1, 0.4, -0.2], [-0.1, 0.1, 0.1]]
}

{
  "formula": "C15H31Br12NO",
  "method": "ωB97M-V/def2-TZVPD",
  "charge": 0,
  "homo_ev": -9.8,
  "smiles": "CN(C)C=O.BrCCBr.BrCCBr.BrCCBr.BrCCBr.BrCCBr.BrCCBr",
  "total_energy_ha": -31608.32956,
  "e_above_lowest_ev": 0.0000,
  "gap_ev": 10.13,
  "spin_multiplicity": 1,
  "elements": ["C", "H", "Br", "C", "H", "C", "H", "H", "C", "H", "H", "Br", "C", "H", "Br", "H", "Br", "Br", "H", "Br", "H", "C", "C", "H", "H", "C", "H", "C", "Br", "C", "H", "H", "H", "H", "H", "H", "H", "H", "H", "C", "H", "Br", "N", "H", "H", "C", "O", "C", "Br", "Br", "H", "C", "H", "H", "H", "C", "Br", "Br", "H", "H"],
  "positions_angstrom": [[5.5319, -0.1515, -1.7969], [-6.0708, 1.7556, -3.4180], [3.9045, -2.1333, -0.6234], [-0.9399, -1.2201, 0.7091], [5.7483, -0.6645, 0.2822], [0.7505, 1.6537, -2.7391], [-1.7326, -1.9637, 0.6602], [1.2463, -1.3071, 0.4248], [-4.1404, 2.9213, -1.7274], [0.5260, -5.7121, 0.6843], [1.1314, 1.6047, 4.6418], [3.5041, -5.5967, 0.1750], [5.6049, -1.1555, -0.6723], [1.7207, 0.3174, -1.4508], [-0.8179, -0.7645, 2.6283], [-4.4142, 1.7864, 1.8881], [-4.8972, 4.1769, 2.2634], [2.7719, -0.1405, 2.6398], [-6.4522, 0.5081, -2.2640], [-0.6908, -7.1657, -0.8947], [3.4692, 0.7675, 4.8340], [0.8798, -6.5633, 0.1170], [3.1712, 1.2701, 3.9188], [-0.0197, 0.8896, -2.8093], [4.7180, 0.5684, -1.7115], [-2.4785, 2.6318, 1.8475], [1.5632, 2.5323, 3.2042], [-3.9638, 0.4815, -1.5930], [1.8272, 1.5124, -4.3449], [0.3327, -1.8476, 0.1947], [-4.5886, -0.4133, -1.7321], [-1.2926, -0.3426, 0.1852], [5.3376, -0.6077, -2.7664], [-2.5188, 3.0736, 0.8571], [6.3829, -1.8605, -0.9477], [1.6652, -5.3776, -1.5028], [-3.8534, 2.1798, 3.4777], [1.2346, -7.3639, 0.7571], [2.4928, 2.0101, -1.4821], [1.9762, -6.2053, -0.8744], [-6.7186, 2.1901, -1.8169], [7.2378, 0.8077, -2.0969], [-4.6678, 1.5905, -1.9129], [-1.9973, 1.6582, 1.8060], [-4.2287, 3.5458, -2.6183], [1.9439, 2.1061, 4.1281], [-2.7991, 0.4930, -1.2559], [-3.8490, 2.5326, 2.4503], [-1.2992, 3.7943, 2.8799], [0.0935, -2.0530, -1.7221], [-3.1058, 2.8799, -1.4016], [-6.0483, 1.5172, -2.3493], [2.2870, -7.0765, -1.4370], [-4.7282, 3.4390, -0.9610], [4.0063, 1.8249, 3.5087], [1.6036, 1.3944, -1.5015], [0.4956, 1.9012, 0.0332], [2.4843, 3.5985, 5.3084], [0.4197, -2.8452, 0.6211], [0.2505, 2.6170, -2.7019]],
  "forces_ev_per_a": [[-0.4, 0.4, -1.0], [-0.3, 0.2, 0.1], [0.4, 0.3, 0.0], [-0.5, -0.3, 0.4], [0.1, -0.2, 0.2], [-0.3, -0.1, 0.4], [0.0, 0.1, 0.0], [-0.1, 0.3, -0.3], [-0.1, 0.5, 0.4], [0.2, 0.0, 0.1], [0.1, -0.2, 0.0], [0.0, -0.2, -0.1], [0.0, 0.4, -0.8], [0.7, 0.1, 0.3], [-0.1, -0.1, -0.4], [0.0, 0.1, -0.1], [0.3, -0.3, 0.2], [0.3, -0.1, -0.1], [0.2, 0.0, 0.2], [0.2, -0.1, 0.2], [0.1, 0.0, 0.0], [0.2, -0.1, -0.6], [-0.1, -0.4, 0.1], [0.0, 0.0, 0.0], [0.3, 0.2, 0.5], [0.1, 0.5, 0.0], [0.1, 0.1, 0.0], [-0.4, 0.7, -0.5], [0.0, 0.0, 0.0], [-0.3, -0.1, 0.6], [0.2, -0.3, 0.2], [0.3, 0.2, 0.0], [0.2, -0.4, 0.2], [0.0, -0.1, 0.0], [0.0, -0.2, 0.6], [0.2, -0.1, -0.2], [0.1, 0.5, 0.2], [-0.3, -0.1, 0.1], [0.2, -0.2, 0.1], [-0.4, 0.2, 0.7], [0.2, 0.1, 0.2], [-0.5, -0.3, 0.4], [-0.5, 0.0, 0.3], [0.0, 0.0, 0.1], [0.1, -0.3, -0.2], [0.1, 0.6, 0.1], [0.3, -0.3, 0.3], [-0.4, -0.5, -0.4], [0.0, -0.1, 0.0], [0.3, -0.1, 0.0], [0.1, -0.1, -0.1], [0.1, -0.3, -0.8], [0.1, 0.1, -0.2], [0.1, -0.1, 0.1], [-0.1, 0.1, 0.0], [-1.2, 0.1, -0.6], [0.3, 0.1, 0.0], [-0.2, -0.2, -0.3], [0.1, 0.0, -0.2], [0.3, 0.1, -0.2]]
}

{
  "formula": "C25H33As2N5O9PdS",
  "method": "ωB97M-V/def2-TZVPD",
  "charge": 2,
  "homo_ev": [-13.5, -13.9],
  "total_energy_ha": -6920.43957,
  "e_above_lowest_ev": 1.1292,
  "gap_ev": [7.05, 6.04],
  "spin_multiplicity": 3,
  "elements": ["Pd", "N", "H", "H", "H", "H", "O", "H", "H", "N", "H", "C", "H", "C", "H", "C", "C", "H", "H", "C", "C", "H", "H", "H", "H", "H", "H", "O", "O", "C", "As", "H", "O", "H", "C", "C", "C", "S", "C", "H", "C", "C", "C", "H", "H", "O", "C", "H", "H", "C", "C", "O", "H", "As", "O", "C", "N", "H", "C", "H", "C", "C", "O", "H", "H", "C", "N", "O", "N", "C", "H", "H", "H", "H", "C", "C"],
  "positions_angstrom": [[-0.9911, -0.2577, 0.1289], [-4.0930, 0.2139, -1.7371], [1.8957, -3.1036, -4.3955], [1.3942, 0.6813, -2.6350], [5.7015, 1.0801, -1.8979], [-3.6638, -3.7275, -2.2304], [4.4509, 2.7439, -1.4882], [-1.0067, 0.7541, 4.7073], [-4.2251, 4.7143, -0.9923], [-2.6006, 1.3033, -0.2700], [-3.5934, -0.4579, 1.9162], [5.1517, 1.8693, -2.3950], [5.3740, -2.9103, -0.9610], [-4.6614, -3.3087, -2.1100], [-1.4103, 2.2853, 1.1074], [-5.3379, -1.0673, -3.0347], [3.4713, 2.3776, -0.6984], [1.7954, -1.0769, 4.3957], [-5.0479, 2.6893, -2.0988], [1.2026, -1.9190, 4.0507], [-3.8484, -1.0851, -1.3780], [-2.3676, 4.5170, 0.6842], [0.2267, -1.9202, 4.5322], [4.2252, -2.1668, -2.0907], [0.6082, -1.8845, -4.1539], [-5.0621, -3.6302, -1.1500], [5.7173, 1.8683, 2.9178], [-0.1796, -1.5370, -1.7688], [0.9937, -1.8421, 2.6276], [-2.1899, 2.4120, 0.3701], [1.1731, 1.2102, -0.1014], [-4.1835, -0.0900, 3.4906], [6.1733, -0.6042, -0.4397], [-3.5930, -0.1834, 5.6097], [-2.7366, 3.6570, 0.1444], [3.9292, -0.0412, 0.0180], [-3.7643, 3.7592, -0.7802], [-2.8662, -1.7879, -0.1775], [-3.6131, 1.3998, -1.1256], [1.7128, -2.8560, 4.2528], [-5.0255, 0.2105, -2.7766], [5.0699, 1.6108, 2.0862], [0.7540, 1.3245, -2.0344], [4.2049, 1.0596, 2.4491], [-5.3705, 1.0980, -3.2699], [1.8037, 0.2622, 2.5125], [5.4248, 0.0642, 0.2253], [-6.0166, -1.4758, -3.7628], [-0.2871, 1.0642, -2.2133], [0.9866, -1.8681, -1.5758], [0.9471, -0.7898, 0.5500], [-1.2038, 0.1570, 2.3901], [-3.6396, 1.5553, 5.2108], [3.4567, -1.9715, 0.3619], [5.8874, 0.8197, 1.2069], [3.1381, 0.9616, -0.3447], [-3.4553, 0.0015, 2.8032], [5.8516, 2.5123, -2.9171], [-4.2189, 2.6187, -1.4130], [0.9133, 2.3588, -2.3415], [-2.9917, 0.7167, 5.4722], [1.3104, -0.7206, 2.0098], [2.6789, 3.2109, -0.2899], [4.4495, 1.4402, -3.1101], [-2.5172, 0.9410, 6.4225], [-2.1773, 0.2057, 3.1879], [-1.9537, 0.5103, 4.4736], [1.7148, -2.4696, -2.4811], [-4.6067, -1.8573, -2.1755], [1.0949, -2.7679, -3.7465], [3.8619, -3.7492, -1.3520], [0.3546, -3.5563, -3.6209], [4.7452, 2.5273, 1.5963], [-5.3032, -3.6717, -2.9069], [1.6345, -1.6371, -0.2723], [4.3236, -2.7743, -1.1979]],
  "forces_ev_per_a": [[-1.2, 0.0, 0.2], [0.0, -0.3, -0.1], [0.0, 0.0, 0.0], [0.0, 0.0, 0.0], [0.0, 0.0, 0.1], [0.0, 0.1, 0.0], [0.1, 0.1, 0.3], [0.1, 0.0, -0.1], [0.0, 0.0, 0.0], [0.2, 0.0, -0.1], [0.0, 0.0, 0.0], [0.0, -0.2, -0.2], [0.0, 0.0, 0.1], [0.0, -0.3, 0.0], [0.1, -0.1, 0.0], [-0.1, 0.1, -0.1], [0.0, 0.0, -0.2], [0.0, 0.0, 0.0], [0.0, 0.0, 0.0], [0.0, 0.1, 0.1], [0.1, 0.1, -0.1], [0.0, 0.0, 0.0], [0.0, 0.0, 0.0], [0.0, 0.0, 0.0], [0.1, 0.0, 0.0], [0.0, 0.0, 0.0], [0.0, 0.0, 0.0], [0.0, 0.2, 0.0], [-0.1, -0.1, -0.2], [-0.3, 0.3, 0.0], [0.6, 0.6, -0.8], [0.0, 0.0, 0.0], [-0.1, 0.1, 0.0], [0.0, 0.0, 0.0], [0.0, 0.0, 0.0], [0.1, -0.1, 0.0], [0.0, 0.0, 0.0], [0.2, -0.2, 0.5], [0.2, 0.2, 0.2], [0.0, 0.0, -0.1], [0.0, 0.0, -0.1], [-0.2, 0.1, 0.1], [0.1, 0.0, 0.0], [0.0, -0.1, 0.0], [0.0, 0.0, 0.0], [0.0, -0.1, -0.1], [0.0, -0.1, -0.1], [0.0, 0.0, 0.0], [0.0, 0.0, 0.0], [-0.4, -0.1, -0.4], [0.1, -1.5, 0.3], [-0.3, 0.0, -0.3], [0.0, 0.0, 0.0], [0.0, 0.0, -0.1], [0.1, 0.1, 0.0], [0.0, 0.0, 0.3], [0.1, 0.0, -0.1], [0.0, 0.0, 0.0], [-0.1, -0.1, 0.0], [0.0, 0.0, 0.1], [0.0, 0.0, 0.0], [0.2, 0.3, 0.3], [-0.1, 0.1, 0.1], [0.0, 0.0, 0.0], [0.0, 0.0, 0.0], [0.3, 0.1, 0.0], [-0.1, 0.1, 0.1], [0.2, 0.0, 0.1], [0.1, 0.2, 0.1], [-0.2, 0.0, -0.2], [0.0, 0.0, 0.0], [0.0, 0.0, 0.1], [0.0, 0.0, 0.0], [0.0, 0.1, 0.0], [0.1, 0.6, 0.4], [0.0, 0.0, 0.0]]
}